{"formula": "C26H31N7O5PSV", "method": "the ωB97M-V functional and the def2-TZVPD basis", "spin_multiplicity": 2, "fmax_ev_per_a": 0.70, "charge": 3, "e_tot_ha": -3451.4617, "lumo_energy_ev": [-11.2, -10.6], "gap_ev": [3.85, 4.48], "species": ["V", "C", "C", "C", "C", "C", "C", "C", "S", "O", "O", "N", "C", "C", "C", "C", "C", "N", "H", "H", "H", "H", "H", "H", "H", "H", "H", "H", "H", "C", "O", "P", "O", "C", "O", "C", "H", "H", "H", "H", "H", "H", "H", "H", "H", "C", "C", "N", "C", "C", "N", "C", "N", "N", "N", "C", "C", "C", "C", "C", "C", "H", "H", "H", "H", "H", "H", "H", "H", "H", "H", "H"], "coordinates": [[0.648, -0.283, 0.685], [8.720, 0.907, 1.178], [7.225, 0.909, 1.146], [6.492, -0.158, 1.673], [5.112, -0.155, 1.661], [4.461, 0.955, 1.109], [5.165, 2.049, 0.573], [6.538, 2.002, 0.593], [2.775, 1.054, 1.104], [2.190, 2.230, 1.660], [2.189, -0.241, 1.775], [2.063, 0.854, -0.359], [2.351, -0.371, -1.043], [3.469, -0.704, -1.773], [3.473, -1.956, -2.374], [2.399, -2.837, -2.210], [1.335, -2.463, -1.429], [1.321, -1.235, -0.861], [9.115, -0.011, 1.605], [9.081, 1.748, 1.774], [9.122, 1.030, 0.171], [7.015, -0.999, 2.109], [4.555, -0.980, 2.083], [4.650, 2.912, 0.172], [7.102, 2.835, 0.191], [4.278, 0.002, -1.894], [4.317, -2.255, -2.984], [2.400, -3.808, -2.686], [0.481, -3.101, -1.249], [-2.131, 0.468, -2.464], [-1.457, 0.286, -1.156], [-0.801, 1.369, -0.252], [-1.737, 2.009, 0.806], [-2.788, 3.013, 0.519], [-0.281, 2.457, -1.223], [0.413, 3.696, -0.847], [-3.158, 0.760, -2.268], [-2.092, -0.500, -2.949], [-1.593, 1.220, -3.033], [-2.842, 3.644, 1.398], [-3.717, 2.476, 0.363], [-2.509, 3.597, -0.354], [0.064, 4.451, -1.542], [1.475, 3.514, -0.962], [0.167, 3.969, 0.177], [-0.704, 0.782, 3.629], [-1.268, -0.388, 2.911], [-0.946, -0.789, 1.647], [-1.772, -1.885, 1.342], [-2.533, -2.141, 2.420], [-2.193, -1.203, 3.384], [-2.897, -1.108, 4.728], [-3.462, -2.338, 5.068], [-4.799, -2.547, 4.745], [-5.134, -3.700, 5.123], [-4.051, -4.314, 5.744], [-3.965, -5.577, 6.334], [-2.747, -5.919, 6.876], [-1.649, -5.036, 6.835], [-1.725, -3.787, 6.253], [-2.965, -3.452, 5.708], [0.106, 1.254, 3.072], [-0.310, 0.483, 4.602], [-1.479, 1.533, 3.788], [-1.753, -2.374, 0.384], [-3.284, -2.891, 2.606], [-3.699, -0.383, 4.602], [-2.167, -0.757, 5.454], [-4.817, -6.240, 6.360], [-2.625, -6.882, 7.352], [-0.717, -5.348, 7.287], [-0.878, -3.113, 6.257]], "lowdin_spin": [1.1342, -0.0002, -0.0011, -0.0001, -0.0007, -0.0006, -0.0002, 0.0000, 0.0049, 0.0048, -0.0148, -0.0256, 0.0052, -0.0002, 0.0034, -0.0024, 0.0040, -0.0079, 0.0000, -0.0001, -0.0001, 0.0000, 0.0000, 0.0000, 0.0000, -0.0001, 0.0002, -0.0002, 0.0000, -0.0030, -0.0097, -0.0446, -0.0104, -0.0029, -0.0153, -0.0004, -0.0003, -0.0001, -0.0001, -0.0002, -0.0002, -0.0002, -0.0003, -0.0001, -0.0001, 0.0001, -0.0001, -0.0169, 0.0039, 0.0010, -0.0020, -0.0003, -0.0002, -0.0001, 0.0000, -0.0001, 0.0000, -0.0001, 0.0000, -0.0001, 0.0000, 0.0001, -0.0001, 0.0000, 0.0003, 0.0000, -0.0001, 0.0000, 0.0000, 0.0000, 0.0000, 0.0000]}